Record 1
Molecular formula: C2H3N3O3
Method: DFT, ωB97M-V/def2-TZVPD

The geometry in XYZ format:
```
11
Properties=species:S:1:pos:R:3:forces:R:3
O -1.4315 -1.4253 1.6225 -0.56 -0.21 0.59
N -0.1639 -1.3514 1.0553 -0.14 0.97 -0.59
C -0.1214 -0.3176 0.0957 0.54 -0.67 0.61
N -0.6821 0.8053 0.3046 -0.01 0.10 -0.27
O -0.4602 1.6997 -0.8255 0.22 0.00 0.08
C 0.7763 1.5787 -1.3411 -0.02 -0.70 -0.03
N 1.4311 0.4889 -1.4024 0.40 0.63 -0.30
O 0.6931 -0.6262 -0.9279 -0.33 -0.07 0.14
H -1.3670 -1.0505 2.5154 0.23 -0.08 -0.34
H 0.0719 -2.2617 0.6778 0.02 0.14 -0.18
H 1.2535 2.4601 -1.7744 -0.34 -0.12 0.29
```
Forces are in eV/Å.

Properties
**F_max**: 1.15 eV/A
**Highest occupied orbital energy**: -9.60 eV
**Orbital gap**: 10.402 eV
**Structure (SMILES)**: ONC1=NOC=NO1
**DFT total energy**: -467.81770 hartree

Results of the natural (NBO) charge analysis, in e, for atoms 1 through 8:
1. O -0.547
2. N -0.324
3. C 0.598
4. N -0.219
5. O -0.365
6. C 0.338
7. N -0.176
8. O -0.366

Record 2
Molecular formula: C2H3N3O3
Method: DFT, ωB97M-V/def2-TZVPD

The geometry in XYZ format:
```
11
Properties=species:S:1:pos:R:3:forces:R:3
H 0.2280 -2.6506 -0.3752 -0.29 2.79 1.85
N 0.1012 -1.8920 0.4421 2.68 3.76 -2.84
C 0.4223 -0.5534 0.0853 -3.09 -5.60 5.40
C 0.1608 0.1279 -1.0690 3.59 -0.85 -4.29
O 0.8468 -0.3355 -2.2150 3.27 1.96 0.44
N -0.5733 1.1330 -0.9343 -0.12 1.58 -1.62
O -0.7647 1.3812 0.3544 -0.86 -0.02 1.28
N 0.1573 0.5186 1.1155 1.29 -3.12 -2.69
O -0.3954 -0.0741 2.1287 -2.06 -0.23 3.05
H 1.9968 -0.0473 -2.1264 -5.52 -1.18 -0.11
H -1.0130 -0.8393 1.8958 1.10 0.92 -0.46
```
Forces are in eV/Å.

Properties
**F_max**: 8.37 eV/A
**Highest occupied orbital energy**: -9.74 eV
**Orbital gap**: 8.946 eV
**Structure (SMILES)**: [H]/N=c1\c(O)non1O
**DFT total energy**: -467.71680 hartree

Results of the natural (NBO) charge analysis, in e, for atoms 1 through 8:
1. H 0.387
2. N -0.668
3. C 0.290
4. C 0.329
5. O -0.689
6. N -0.050
7. O -0.199
8. N 0.121

Please write out number 1 again, unchanged.
Molecular formula: C2H3N3O3
Method: DFT, ωB97M-V/def2-TZVPD

The geometry in XYZ format:
```
11
Properties=species:S:1:pos:R:3:forces:R:3
O -1.4315 -1.4253 1.6225 -0.56 -0.21 0.59
N -0.1639 -1.3514 1.0553 -0.14 0.97 -0.59
C -0.1214 -0.3176 0.0957 0.54 -0.67 0.61
N -0.6821 0.8053 0.3046 -0.01 0.10 -0.27
O -0.4602 1.6997 -0.8255 0.22 0.00 0.08
C 0.7763 1.5787 -1.3411 -0.02 -0.70 -0.03
N 1.4311 0.4889 -1.4024 0.40 0.63 -0.30
O 0.6931 -0.6262 -0.9279 -0.33 -0.07 0.14
H -1.3670 -1.0505 2.5154 0.23 -0.08 -0.34
H 0.0719 -2.2617 0.6778 0.02 0.14 -0.18
H 1.2535 2.4601 -1.7744 -0.34 -0.12 0.29
```
Forces are in eV/Å.

Properties
**F_max**: 1.15 eV/A
**Highest occupied orbital energy**: -9.60 eV
**Orbital gap**: 10.402 eV
**Structure (SMILES)**: ONC1=NOC=NO1
**DFT total energy**: -467.81770 hartree

Results of the natural (NBO) charge analysis, in e, for atoms 1 through 8:
1. O -0.547
2. N -0.324
3. C 0.598
4. N -0.219
5. O -0.365
6. C 0.338
7. N -0.176
8. O -0.366

Which formula does entry 2 have?
C2H3N3O3

Among the records above, which one has the highest highest occupied orbital energy?
number 1